1.
Here is a 15-piece molecular cluster, C60H110Cl5N20 overall in a non-equilibrium geometry from OMol25. Energies are from ωB97M-V with the def2-TZVPD basis set.

Computed properties:
Kohn-Sham gap: 1.76 eV
spin multiplicity: 1
total charge: +5
lowest unoccupied orbital energy: -8.339 eV
E: -156361.3744 eV

Each line ends with the Mulliken charge.
Cartesian coordinates (Å):
1 C -6.20 -8.69 -9.50  -1.06
2 C -5.78 -7.72 -10.62  -0.42
3 N -4.92 -6.69 -9.93  0.12
4 C -5.32 -5.41 -9.64  -0.25
5 C -4.36 -4.87 -8.84  -0.47
6 N -3.27 -5.78 -8.86  0.12
7 C -3.64 -6.90 -9.44  -0.03
8 C -2.04 -5.49 -8.26  -0.94
9 H -6.74 -9.57 -9.86  0.39
10 H -6.87 -8.25 -8.77  0.32
11 H -5.35 -9.12 -8.96  0.32
12 H -6.74 -7.29 -10.92  0.25
13 H -5.24 -8.18 -11.44  0.33
14 H -6.32 -5.09 -9.90  0.38
15 H -4.42 -3.91 -8.35  0.48
16 H -3.14 -7.83 -9.69  0.39
17 H -1.45 -5.05 -9.06  0.37
18 H -1.54 -6.45 -8.18  0.35
19 H -2.24 -4.92 -7.35  0.37
20 C 7.24 0.39 -7.38  -1.15
21 C 5.87 0.69 -7.84  -0.51
22 N 5.51 2.08 -7.69  0.22
23 C 5.30 2.88 -6.64  -0.53
24 C 5.00 4.17 -7.14  -0.43
25 N 5.19 4.28 -8.45  0.16
26 C 5.35 2.96 -8.77  -0.29
27 C 4.80 5.37 -9.30  -0.81
28 H 7.72 -0.52 -7.76  0.38
29 H 7.35 0.27 -6.30  0.34
30 H 7.94 1.15 -7.72  0.35
31 H 5.10 0.06 -7.40  0.39
32 H 5.56 0.43 -8.85  0.40
33 H 5.21 2.53 -5.62  0.62
34 H 4.75 5.06 -6.57  0.46
35 H 5.52 2.65 -9.79  0.35
36 H 5.22 5.11 -10.28  0.31
37 H 5.37 6.22 -8.94  0.36
38 H 3.72 5.25 -9.32  0.37
39 C 6.19 3.03 -1.49  -1.06
40 C 7.49 3.92 -1.93  -0.63
41 N 8.75 3.20 -1.72  0.22
42 C 9.36 2.95 -0.53  -0.37
43 C 10.49 2.16 -0.72  -0.48
44 N 10.49 1.94 -2.13  0.12
45 C 9.55 2.70 -2.68  -0.09
46 C 11.61 1.34 -2.79  -0.91
47 H 5.34 3.66 -1.77  0.35
48 H 6.21 2.86 -0.41  0.37
49 H 6.19 2.09 -2.04  0.38
50 H 7.57 4.73 -1.20  0.32
51 H 7.31 4.25 -2.96  0.39
52 H 8.88 3.39 0.32  0.45
53 H 11.19 1.69 -0.05  0.45
54 H 9.39 2.96 -3.72  0.42
55 H 11.21 0.67 -3.55  0.38
56 H 12.10 0.60 -2.16  0.33
57 H 12.43 1.96 -3.15  0.35
58 C 1.05 0.67 6.57  -1.10
59 C 1.81 1.34 7.71  -0.47
60 N 3.11 0.70 7.75  0.24
61 C 4.09 0.69 6.78  -0.34
62 C 5.25 0.03 7.17  -0.67
63 N 4.94 -0.39 8.46  0.12
64 C 3.63 -0.14 8.70  -0.19
65 C 5.78 -0.84 9.44  -0.86
66 H 1.31 1.01 5.57  0.39
67 H 0.04 1.07 6.64  0.33
68 H 1.09 -0.41 6.72  0.33
69 H 1.35 1.32 8.70  0.32
70 H 1.90 2.42 7.58  0.34
71 H 4.01 1.29 5.88  0.54
72 H 6.27 0.17 6.85  0.52
73 H 3.07 -0.17 9.62  0.40
74 H 6.40 -0.03 9.81  0.34
75 H 6.38 -1.54 8.85  0.34
76 H 5.31 -1.46 10.20  0.38
77 C -12.33 -5.51 7.60  -1.01
78 C -12.29 -4.22 6.81  -0.51
79 N -10.94 -3.74 6.46  0.21
80 C -10.09 -4.09 5.35  -0.51
81 C -9.01 -3.20 5.38  -0.09
82 N -9.15 -2.41 6.46  0.12
83 C -10.32 -2.71 7.19  -0.19
84 C -8.18 -1.37 6.80  -0.81
85 H -13.38 -5.69 7.82  0.36
86 H -11.98 -5.49 8.63  0.34
87 H -11.92 -6.28 6.94  0.31
88 H -12.74 -3.36 7.31  0.36
89 H -12.81 -4.43 5.88  0.31
90 H -10.48 -4.63 4.50  0.37
91 H -8.28 -2.91 4.64  0.39
92 H -10.71 -2.25 8.08  0.39
93 H -8.84 -0.57 7.12  0.33
94 H -7.54 -1.10 5.96  0.31
95 H -7.59 -1.78 7.62  0.32
96 C -3.95 4.29 5.50  -1.36
97 C -2.93 5.29 5.96  -0.26
98 N -2.76 5.36 7.48  0.18
99 C -1.61 5.90 8.02  -0.35
100 C -1.69 5.73 9.40  -0.46
101 N -2.93 5.19 9.68  0.16
102 C -3.51 4.84 8.51  -0.14
103 C -3.41 4.82 11.00  -0.74
104 H -3.52 3.33 5.79  0.33
105 H -4.09 4.14 4.43  0.40
106 H -4.95 4.58 5.84  0.36
107 H -3.34 6.21 5.55  0.23
108 H -1.95 5.11 5.51  0.47
109 H -0.94 6.31 7.27  0.48
110 H -0.97 5.89 10.19  0.43
111 H -4.53 4.50 8.46  0.34
112 H -3.99 5.56 11.56  0.30
113 H -2.52 4.60 11.60  0.31
114 H -4.10 4.01 10.79  0.33
115 C -0.54 5.69 -6.55  -1.11
116 C -0.65 5.49 -4.99  -0.57
117 N -1.19 6.70 -4.44  0.24
118 C -2.57 6.90 -4.21  -0.32
119 C -2.69 8.19 -3.63  -0.46
120 N -1.42 8.73 -3.48  0.14
121 C -0.51 7.80 -3.95  -0.21
122 C -1.12 9.97 -2.79  -0.80
123 H -0.21 6.67 -6.89  0.36
124 H -1.36 5.28 -7.14  0.37
125 H 0.28 5.19 -7.06  0.35
126 H 0.26 5.14 -4.50  0.42
127 H -1.38 4.69 -4.91  0.29
128 H -3.26 6.11 -4.43  0.52
129 H -3.51 8.73 -3.20  0.41
130 H 0.57 7.84 -4.00  0.38
131 H -0.14 10.07 -2.32  0.30
132 H -1.88 10.33 -2.11  0.30
133 H -1.20 10.69 -3.61  0.39
134 C -2.38 0.60 1.15  -1.09
135 C -2.04 1.56 -0.02  -0.78
136 N -1.18 1.16 -0.99  0.19
137 C 0.15 1.16 -0.95  -0.53
138 C 0.71 0.56 -2.14  -0.43
139 N -0.41 0.36 -2.89  0.15
140 C -1.56 0.73 -2.19  -0.40
141 C -0.48 -0.18 -4.30  -0.82
142 H -3.31 0.87 1.65  0.38
143 H -1.58 0.25 1.80  0.30
144 H -2.73 -0.27 0.60  0.34
145 H -1.68 2.53 0.33  0.46
146 H -2.97 1.85 -0.51  0.47
147 H 0.72 1.51 -0.10  0.55
148 H 1.74 0.35 -2.40  0.54
149 H -2.56 0.57 -2.56  0.58
150 H -0.82 0.68 -4.87  0.34
151 H -1.05 -1.11 -4.27  0.34
152 H 0.53 -0.47 -4.60  0.32
153 C -0.78 -5.26 -1.55  -1.12
154 C -1.53 -5.11 -0.25  -0.60
155 N -2.71 -5.90 0.08  0.23
156 C -2.69 -7.26 0.59  -0.43
157 C -4.00 -7.65 1.04  -0.31
158 N -4.76 -6.54 0.71  0.15
159 C -4.06 -5.57 0.04  -0.20
160 C -6.13 -6.44 1.02  -0.85
161 H 0.29 -5.07 -1.64  0.38
162 H -1.26 -4.56 -2.24  0.33
163 H -0.84 -6.25 -2.00  0.34
164 H -1.73 -4.06 -0.04  0.39
165 H -0.86 -5.30 0.59  0.40
166 H -1.68 -7.62 0.67  0.44
167 H -4.47 -8.50 1.52  0.44
168 H -4.49 -4.60 -0.17  0.39
169 H -6.29 -5.44 1.42  0.30
170 H -6.52 -7.15 1.75  0.33
171 H -6.64 -6.62 0.07  0.37
172 C 7.95 -2.29 1.80  -1.28
173 C 6.98 -1.34 2.47  -0.21
174 N 5.84 -2.06 2.94  0.35
175 C 4.50 -1.77 2.47  -0.54
176 C 3.59 -2.42 3.31  -0.51
177 N 4.28 -3.32 4.02  0.16
178 C 5.63 -3.04 3.84  -0.17
179 C 3.74 -4.21 5.05  -0.88
180 H 8.48 -3.01 2.43  0.39
181 H 8.81 -1.72 1.44  0.35
182 H 7.66 -2.91 0.96  0.39
183 H 6.64 -0.45 1.94  0.33
184 H 7.60 -0.95 3.27  0.20
185 H 4.44 -1.03 1.68  0.43
186 H 2.52 -2.41 3.48  0.53
187 H 6.41 -3.35 4.52  0.38
188 H 4.63 -4.73 5.42  0.34
189 H 3.00 -4.99 4.89  0.35
190 H 3.52 -3.67 5.97  0.35
191 Cl -2.32 0.11 -9.74  -0.99
192 Cl 1.99 4.25 3.26  -0.96
193 Cl -6.27 2.77 -2.76  -0.94
194 Cl 5.53 -2.52 -2.40  -0.96
195 Cl -4.99 -2.48 -4.44  -0.94

=====

2.
Here is C25H27BCrF3N8O5S as an isolated structure from OMol25. Energies are from ωB97M-V with the def2-TZVPD basis set.

Computed properties:
energy above the lowest of the compared OMol25 structures with the same formula, charge and spin: 0.000 eV
⟨S²⟩: 0.76
Kohn-Sham gap (spin up / spin down): 7.97 / 8.31 eV
spin multiplicity: 2
lowest unoccupied orbital energy (spin up / spin down): -0.835 / -0.411 eV
E: -96613.1400 eV

Each line ends with the Mulliken charge.
Cartesian coordinates (Å):
1 Cr -0.27 -0.16 -0.54  -1.34
2 C 2.85 0.86 -2.07  -1.08
3 C 2.73 0.81 -0.59  0.44
4 C 3.74 1.10 0.33  -1.79
5 C 3.15 1.00 1.57  0.10
6 N 1.87 0.67 1.40  0.47
7 N 1.60 0.54 0.07  0.73
8 B 0.72 0.40 2.40  -0.11
9 N 0.29 -1.08 2.22  0.40
10 C 0.45 -2.15 3.01  0.04
11 C -0.02 -3.26 2.35  -1.79
12 C -0.44 -2.79 1.10  0.70
13 C -1.03 -3.58 -0.02  -1.12
14 N -0.24 -1.47 1.03  0.37
15 N -0.47 1.31 1.99  0.63
16 C -1.04 2.30 2.69  -0.01
17 C -1.99 2.89 1.89  -1.73
18 C -1.94 2.19 0.68  0.55
19 C -2.78 2.41 -0.54  -1.03
20 N -1.00 1.25 0.76  0.89
21 N 1.06 0.67 3.85  0.71
22 C 0.29 0.34 4.91  -0.43
23 C 0.78 1.00 6.01  -1.17
24 C 1.87 1.75 5.52  0.67
25 C 2.78 2.67 6.27  -1.29
26 N 2.02 1.55 4.22  -1.09
27 H 3.90 0.73 -2.36  0.43
28 H 2.51 1.82 -2.44  0.13
29 H 2.26 0.09 -2.57  0.28
30 H 4.76 1.36 0.11  0.49
31 H 3.54 1.16 2.56  0.58
32 H 0.90 -2.05 3.99  0.65
33 H -0.06 -4.27 2.71  0.48
34 H -1.66 -4.37 0.37  0.47
35 H -0.24 -4.04 -0.62  0.12
36 H -1.62 -2.95 -0.68  0.00
37 H -0.72 2.52 3.69  0.43
38 H -2.64 3.71 2.13  0.47
39 H -3.36 3.33 -0.42  0.44
40 H -3.47 1.58 -0.68  0.16
41 H -2.17 2.50 -1.43  0.08
42 H -0.56 -0.32 4.81  0.62
43 H 0.41 0.95 7.02  0.42
44 H 2.78 2.43 7.33  0.37
45 H 2.45 3.70 6.16  0.24
46 H 3.79 2.59 5.89  0.34
47 C -0.26 1.73 -4.37  -2.18
48 C -0.76 0.93 -3.20  1.33
49 O -0.16 1.07 -2.12  0.01
50 C -1.92 0.06 -3.35  1.09
51 C -2.51 -0.09 -4.62  -1.22
52 C -3.63 -0.86 -4.80  -0.95
53 C -4.20 -1.51 -3.69  -0.59
54 C -3.65 -1.37 -2.44  -0.39
55 C -2.49 -0.61 -2.25  0.30
56 O -1.99 -0.54 -1.02  -0.17
57 H 0.60 2.31 -4.05  0.36
58 H -1.04 2.41 -4.72  0.46
59 H 0.02 1.07 -5.18  0.36
60 H -2.07 0.40 -5.47  0.42
61 H -4.06 -0.98 -5.78  0.42
62 H -5.08 -2.12 -3.82  0.43
63 H -4.07 -1.87 -1.58  0.52
64 F 3.22 -2.48 -2.66  -0.22
65 C 2.14 -3.22 -2.91  0.68
66 F 2.00 -4.12 -1.93  -0.22
67 F 2.34 -3.88 -4.06  -0.22
68 S 0.64 -2.17 -3.04  1.13
69 O -0.46 -3.06 -3.24  -0.63
70 O 0.94 -1.22 -4.09  -0.63
71 O 0.67 -1.55 -1.69  -0.03

=====

3.
Here is C4H4LuO5 as an isolated structure in a non-equilibrium geometry from OMol25. Energies are from ωB97M-V with the def2-TZVPD basis set.

Computed properties:
energy above the lowest of the compared OMol25 structures with the same formula, charge and spin: 1.708 eV
⟨S²⟩: 0.75
Kohn-Sham gap (spin up / spin down): 6.83 / 6.48 eV
spin multiplicity: 2
lowest unoccupied orbital energy (spin up / spin down): -0.858 / -2.390 eV
E: -48067.3603 eV

Each line ends with the Mulliken charge.
Cartesian coordinates (Å):
1 O 0.60 0.63 -0.81  -0.41
2 H -2.62 -0.90 0.75  0.29
3 O -1.30 0.64 0.46  -0.50
4 C -1.70 -0.70 0.19  -0.28
5 C -0.50 -1.53 0.69  -0.29
6 O 0.42 -0.56 1.16  -0.51
7 C 0.11 0.68 0.56  0.58
8 H -1.88 -0.85 -0.88  0.21
9 H -0.06 -2.13 -0.12  0.21
10 H -0.76 -2.20 1.53  0.28
11 Lu 1.30 2.77 1.18  0.87
12 C 1.88 1.20 -1.43  0.71
13 O 2.19 0.83 -2.55  -0.54
14 O 2.33 2.13 -0.72  -0.61

=====

4.
Here is C4H3NS as an isolated structure in a non-equilibrium geometry from OMol25. Energies are from ωB97M-V with the def2-TZVPD basis set.

Computed properties:
energy above the lowest of the compared OMol25 structures with the same formula, charge and spin: 3.790 eV
Kohn-Sham gap: 9.39 eV
spin multiplicity: 1
lowest unoccupied orbital energy: -0.625 eV
E: -16516.4595 eV

Each line ends with the Mulliken charge.
Cartesian coordinates (Å):
1 C 1.90 0.58 -0.07  0.78
2 C 3.10 0.11 0.06  -0.75
3 C 0.05 0.02 0.04  0.70
4 C -1.46 -0.16 0.01  -1.01
5 N 0.66 1.15 -0.01  -0.53
6 S 1.26 -1.26 -0.10  -0.11
7 H -2.02 0.77 0.14  0.32
8 H -1.66 -0.61 0.92  0.34
9 H -1.83 -0.60 -0.99  0.27